19
Properties=species:S:1:pos:R:3:forces:R:3 method="wB97M-V/def2-TZVPD" smiles=CCNCCC[O-] lumo_ev=4.235 total_charge=-1 e_tot_ev=-8916.172 relative_energy_ev=0.891
C -1.970 0.247 -1.600 0.2 -1.0 1.2
C -1.772 0.505 -0.106 0.4 1.2 -0.2
N -0.424 0.954 0.225 -1.3 0.4 -0.3
C 0.111 0.424 1.454 0.9 -1.8 -0.2
C 0.882 -0.913 1.176 -1.4 0.8 -1.1
C 1.997 -0.617 0.100 0.1 -0.6 1.0
O 1.469 -0.442 -1.112 -0.3 0.2 -0.9
H -1.502 1.064 -2.134 -0.2 0.1 -0.4
H -3.055 0.180 -1.724 0.2 0.0 -0.6
H -1.470 -0.700 -1.845 -0.1 0.3 -0.3
H -2.468 1.306 0.114 -0.4 0.5 0.4
H -2.097 -0.301 0.530 -0.1 -0.9 0.1
H 0.203 0.632 -0.524 0.4 -0.2 -0.1
H -0.623 0.169 2.229 -0.3 0.7 -0.1
H 0.829 1.151 1.776 0.4 0.5 0.9
H 0.171 -1.480 0.574 -0.2 -0.3 -0.1
H 0.959 -1.528 2.071 1.0 0.2 0.4
H 2.718 -1.460 0.122 0.4 -0.1 0.2
H 2.524 0.284 0.484 0.4 0.1 0.1

---

19
Properties=species:S:1:pos:R:3:forces:R:3 method="wB97M-V/def2-TZVPD" smiles=CN([O-])C(C)(C)C lumo_ev=3.922 total_charge=-1 e_tot_ev=-8913.992 relative_energy_ev=3.071
C 1.777 1.289 0.035 -4.1 0.2 0.5
N 1.014 0.263 -0.729 -0.7 0.5 -0.7
O 0.619 0.765 -1.991 0.5 0.1 0.2
C -0.227 -0.309 -0.127 0.4 0.5 -0.3
C 0.008 -0.772 1.291 -0.4 -0.2 3.1
C -1.335 0.778 0.043 0.9 -1.0 0.1
C -0.701 -1.545 -1.006 3.6 2.7 -1.7
H 2.623 1.433 -0.523 2.2 0.5 -1.1
H 1.319 2.336 0.351 0.2 -1.4 -1.1
H 1.896 0.828 0.964 1.2 -0.7 1.6
H 0.743 -1.588 1.573 -0.3 0.9 -1.0
H 0.334 0.203 1.910 -1.1 -2.4 -0.9
H -0.995 -1.250 1.698 1.7 1.4 -0.5
H -1.280 1.466 -0.735 0.6 1.3 -1.6
H -1.278 1.321 0.984 -0.1 -0.2 0.2
H -2.268 0.316 -0.111 -1.5 -0.6 0.4
H -0.566 -1.397 -2.132 -0.5 0.3 1.7
H -0.049 -2.343 -0.768 0.8 -1.1 0.4
H -1.636 -1.793 -0.728 -3.4 -0.9 0.7

---

19
Properties=species:S:1:pos:R:3:forces:R:3 method="wB97M-V/def2-TZVPD" lumo_ev=3.945 total_charge=-1 e_tot_ev=-8916.007 relative_energy_ev=1.057
C -0.677 -1.023 -1.647 -0.5 0.0 0.6
O 0.025 0.089 -1.859 0.2 -0.1 -0.3
C -2.213 -0.828 -1.798 0.2 -0.1 -0.1
H -0.623 -1.415 -0.572 0.3 -0.1 -0.1
H -0.387 -1.915 -2.264 0.0 0.0 -0.1
H -2.778 -1.730 -1.519 0.0 0.0 0.0
H -2.464 -0.548 -2.826 0.0 0.0 0.0
H -2.487 -0.010 -1.129 -0.1 0.0 -0.1
C 1.557 2.085 0.333 -0.4 -0.2 -0.4
C 1.200 0.697 0.766 -0.4 -0.3 0.8
C 0.843 0.312 1.996 0.4 0.2 -0.4
N 0.358 -0.958 2.308 -0.4 -0.4 -0.1
H 1.113 2.881 0.932 0.4 -0.1 0.5
H 2.643 2.164 0.238 0.0 0.4 0.0
H 1.095 2.232 -0.649 0.3 -0.2 -0.1
H 1.097 -0.025 -0.042 0.0 0.1 -0.2
H 0.854 0.961 2.869 0.0 0.2 -0.2
H 0.420 -1.283 3.248 0.2 0.0 0.3
H 0.425 -1.686 1.616 0.0 0.2 -0.2

---

Record order is preserved below.
E_HOMO: -2.48 -1.28 -2.42 eV